102
Properties=species:S:1:pos:R:3:forces:R:3 method="wB97M-V/def2-TZVPD" lumo_energy_ha=0.0151 largest_force_ev_per_a=2.47 smiles=CC(C)O.CCO.CCO.CCO.CCO.CCO.CCO.CCO.CCO.CCO.CCO orbital_gap_ev=9.781 molar_mass_da=520.79 e_homo_ev=-9.37 de_lowest_ev=0.800 charge=0 energy_ev=-47473.6696
C -0.945399 -1.329445 0.223725 -0.206 -1.397 -0.260
C 0.014070 -0.180449 0.407304 0.536 -1.025 -1.105
C 0.628890 0.096031 -0.968666 -0.095 1.651 0.860
O -0.682816 0.967723 0.831717 -0.341 0.222 0.224
H -1.649041 -1.154928 -0.635907 0.493 0.052 1.014
H -1.483546 -1.506145 1.162921 -0.202 -0.058 -0.232
H -0.403671 -2.287150 -0.020343 -0.352 0.921 0.247
H 0.848479 -0.480831 1.084203 -0.694 0.427 0.068
H 1.411280 -0.577747 -1.239619 0.554 -0.576 -0.060
H 1.022519 1.126379 -0.971767 0.085 -0.362 -0.061
H -0.150131 0.054714 -1.705045 -0.375 0.055 -0.458
H -1.476882 0.777501 1.380869 0.589 -0.077 -0.038
C 1.024609 1.950750 -4.238483 -0.560 -1.377 -0.530
C 2.141549 2.580081 -4.980896 0.136 1.998 1.442
O 1.746771 2.825863 -6.299285 -0.259 -0.843 -0.703
H 0.915194 0.934920 -4.627007 -0.326 -0.146 -0.024
H 0.093737 2.485059 -4.444167 0.091 0.007 0.334
H 1.231272 1.819504 -3.183893 -0.027 0.389 0.247
H 3.082716 2.048925 -4.822427 0.058 -0.222 -0.487
H 2.252689 3.575221 -4.521778 0.522 -0.083 0.172
H 2.498972 3.171585 -6.765343 0.373 0.264 -0.429
C -2.668013 -3.305634 3.755617 -0.307 -0.056 0.506
C -3.717356 -2.587275 4.617966 0.647 0.574 0.176
O -5.053291 -2.638672 4.084110 0.530 0.283 -0.618
H -2.560685 -2.889143 2.763280 -0.156 0.307 -0.303
H -2.983683 -4.344191 3.653584 0.175 -0.117 -0.054
H -1.660344 -3.274816 4.201380 -0.492 0.003 0.066
H -3.386695 -1.522446 4.838046 -0.507 -1.057 -0.368
H -3.812079 -3.116768 5.561005 0.217 0.113 0.260
H -4.983100 -2.744218 3.121454 -0.072 0.080 0.346
C -5.416254 -0.061029 1.268543 0.610 0.197 -0.531
C -6.181694 0.197643 2.542892 -0.007 -0.424 0.475
O -5.259847 0.356113 3.673732 -0.677 -0.277 -0.715
H -6.032601 -0.239996 0.382809 -0.336 0.064 0.283
H -4.780484 -0.953037 1.361804 0.080 0.334 0.068
H -4.805623 0.826260 1.018286 0.021 -0.522 0.194
H -6.846469 -0.668089 2.768740 0.217 0.734 -0.113
H -6.773219 1.118260 2.429410 0.131 -0.331 0.336
H -5.274378 -0.515411 4.103317 0.144 0.198 -0.013
C 0.477949 -4.374732 2.172556 -1.497 -0.866 -0.520
C 0.651643 -5.770600 2.748922 0.227 0.102 -0.376
O 1.919850 -5.863951 3.362671 0.594 -0.419 0.308
H -0.540322 -4.331572 1.669113 1.264 0.216 0.362
H 1.296301 -4.190002 1.476816 -0.205 0.217 -0.037
H 0.494521 -3.673092 2.988370 0.045 0.572 0.184
H 0.690360 -6.502766 1.935176 -0.182 0.046 0.126
H -0.168102 -6.052692 3.418627 0.080 0.065 0.038
H 1.928117 -5.576136 4.279793 -0.313 0.090 -0.102
C 4.041271 -1.479733 1.746672 0.180 -1.017 0.645
C 3.397168 -2.136307 0.559212 -0.135 0.347 -0.837
O 4.106016 -1.685919 -0.575187 0.695 0.311 -0.150
H 3.589154 -1.827022 2.666751 -0.348 -0.026 0.307
H 3.951288 -0.408353 1.711941 0.055 0.435 -0.181
H 5.096656 -1.778208 1.841796 -0.259 0.257 -0.345
H 2.354932 -1.842441 0.384507 -0.140 0.014 0.655
H 3.410148 -3.224941 0.534025 0.140 -0.256 0.673
H 3.727695 -2.145443 -1.318126 -0.223 -0.076 -0.840
C -0.548980 -1.959067 -3.744369 -0.797 -0.464 0.075
C -1.685669 -0.980209 -3.642840 -0.421 0.933 -0.388
O -2.581145 -1.107471 -4.733484 -0.468 -0.456 -0.547
H 0.201951 -1.788164 -2.989695 0.288 -0.018 0.138
H -0.094839 -1.939917 -4.748085 -0.123 -0.092 0.366
H -1.067550 -2.911256 -3.544301 0.751 -0.122 -0.370
H -1.404468 0.067560 -3.678853 0.612 0.243 0.586
H -2.287329 -1.146760 -2.740515 0.203 0.027 -0.173
H -2.107826 -0.830660 -5.529162 -0.169 -0.089 0.161
C -2.404031 3.215091 3.907841 -0.834 0.406 -0.539
C -1.669137 1.910831 3.766005 0.450 0.327 0.140
O -2.397605 0.989948 2.984839 0.074 -0.481 -0.153
H -1.786461 3.971209 4.394133 -0.093 0.005 0.018
H -3.351496 3.092013 4.461885 0.451 -0.019 0.046
H -2.713945 3.575817 2.907055 0.357 -0.022 0.423
H -1.408758 1.529774 4.756363 -0.172 -0.337 0.071
H -0.718801 2.043768 3.247797 -0.001 0.092 -0.046
H -3.303352 0.928502 3.308117 -0.459 -0.142 0.038
C 4.707289 -1.546666 -4.259158 -0.110 -0.303 0.190
C 3.331615 -1.080785 -3.819857 -0.004 0.189 -0.879
O 2.661535 -2.102588 -3.113730 -0.731 -1.397 0.326
H 4.540198 -2.313499 -5.018990 0.305 0.081 -0.215
H 5.244596 -2.039554 -3.434597 -0.143 0.381 -0.126
H 5.311514 -0.730004 -4.659418 -0.048 -0.137 -0.053
H 2.751181 -0.729714 -4.715439 0.285 -0.349 0.677
H 3.363797 -0.252400 -3.117309 0.146 0.095 0.079
H 2.543380 -2.965485 -3.582538 0.409 1.393 0.103
C 4.191387 4.900170 -2.143609 0.387 -0.990 -0.987
C 2.965415 4.664270 -1.312908 -0.285 -0.206 0.686
O 3.397155 3.884936 -0.206985 0.728 0.081 -0.046
H 3.980777 5.410967 -3.082826 -0.092 0.524 0.183
H 4.553308 3.915703 -2.497121 0.105 0.305 0.420
H 4.991435 5.386379 -1.576246 -0.245 -0.003 -0.156
H 2.173902 4.125715 -1.862946 0.219 0.277 -0.003
H 2.568552 5.630761 -0.968011 -0.172 -0.143 -0.028
H 2.683335 3.438857 0.253851 -0.750 0.193 -0.079
C -1.339482 4.270950 0.400098 0.264 0.910 0.729
C -0.061965 4.250090 1.230808 0.144 -1.251 0.172
O 0.790089 3.197161 0.755249 0.200 -0.344 -0.180
H -1.989166 5.100930 0.696404 -0.062 -0.157 0.104
H -1.853586 3.335614 0.509762 -0.389 -0.451 0.023
H -1.106587 4.421204 -0.639042 0.239 -0.029 -0.500
H -0.222335 3.976470 2.283851 -0.506 0.630 -0.084
H 0.480366 5.199861 1.214257 0.053 -0.222 -0.222
H 0.321652 2.318451 0.867996 0.214 1.199 -0.106

=====

112
Properties=species:S:1:pos:R:3:forces:R:3 method="wB97M-V/def2-TZVPD" lumo_energy_ha=-0.0044 largest_force_ev_per_a=3.07 smiles=CC(C)O.OCCO.OCCO.OCCO.OCCO.OCCO.OCCO.OCCO.OCCO.OCCO.OCCO orbital_gap_ev=9.065 molar_mass_da=680.78 e_homo_ev=-9.18 de_lowest_ev=2.226 charge=0 energy_ev=-67945.0501
C 3.235187 0.319106 2.348516 -0.284 -0.549 0.359
C 2.999688 0.748030 3.781445 0.788 0.262 -0.773
C 3.740859 2.019191 4.081135 -0.191 0.584 0.431
O 1.607574 0.949472 3.980263 -0.309 -0.516 -0.158
H 2.793019 -0.667188 2.207758 -0.266 0.035 -0.314
H 4.299453 0.167072 2.168768 0.050 0.331 -0.060
H 2.807851 1.057337 1.669914 0.090 -0.157 -0.152
H 3.398273 -0.039295 4.421248 -0.188 -0.153 0.375
H 3.723678 2.732264 3.256912 0.294 -0.247 -0.326
H 4.751147 1.787420 4.418316 0.025 0.378 -0.080
H 3.177051 2.555418 4.844463 0.371 -0.008 0.554
H 1.501470 1.277833 4.876096 -0.175 0.045 0.162
C -0.645696 -0.210371 -0.333548 1.218 1.431 0.448
C 0.243400 -1.081891 0.568869 -2.462 -1.837 0.017
O 1.444388 -1.611956 0.015510 -0.665 1.257 0.235
O -1.019109 -0.862319 -1.489412 0.546 -1.261 -1.393
H -0.055732 0.679820 -0.551708 0.076 0.358 -0.451
H -1.595030 0.178878 0.034366 0.316 -0.203 1.431
H -0.386272 -1.966963 0.659670 -0.036 -0.309 0.456
H 0.337688 -0.704789 1.587202 0.413 0.364 -0.104
H 2.011971 -0.838545 -0.020518 0.943 0.142 -0.611
H -1.954362 -0.685821 -1.614975 -0.258 0.042 -0.035
C 2.090724 3.744103 0.632948 -0.476 -0.492 -0.062
C 2.306010 5.065727 -0.014516 -0.042 0.860 -0.407
O 1.095653 5.829039 0.003815 -0.252 -0.184 -0.496
O 1.112069 2.960353 -0.107275 1.607 0.412 1.138
H 1.765424 3.984406 1.645149 -0.406 -0.454 0.332
H 3.018112 3.180656 0.735762 -0.065 -0.172 -0.295
H 2.605248 4.918253 -1.052202 -0.174 0.226 -0.085
H 3.050146 5.688286 0.482246 0.473 -0.402 0.111
H 0.898315 6.051438 0.916602 0.031 0.052 0.175
H 0.339418 3.522444 -0.200412 -0.724 0.240 -0.358
C -0.845344 2.883015 3.251022 1.855 0.602 0.055
C -1.076456 1.856613 2.172087 -0.117 0.895 0.144
O -2.292064 1.195709 2.399688 -0.679 -0.932 0.155
O -1.505969 4.130695 3.105758 -0.836 -0.419 -0.227
H 0.200134 3.191059 3.237593 0.207 -0.344 -0.002
H -1.027279 2.455362 4.236978 -0.190 -0.181 0.097
H -0.243207 1.154160 2.190731 -0.275 -0.056 -0.045
H -1.158354 2.343517 1.200326 0.608 0.108 -0.074
H -2.941953 1.854620 2.654807 -0.214 -0.102 -0.057
H -2.435540 3.917363 3.215192 -0.359 0.567 0.038
C -5.212712 -2.910623 -0.872943 -0.708 -0.834 -0.708
C -3.999197 -3.630472 -1.474969 0.345 -0.438 0.709
O -4.204924 -4.355977 -2.684683 -0.591 0.962 0.227
O -6.355909 -3.778795 -0.739283 0.513 -0.854 -0.097
H -5.560031 -2.178722 -1.602175 0.506 0.756 0.362
H -4.951936 -2.562441 0.126483 0.236 0.582 -0.278
H -3.569587 -4.358290 -0.786632 -0.129 0.131 0.549
H -3.233509 -2.866607 -1.610373 0.010 0.021 -0.239
H -5.107957 -4.658814 -2.564587 -0.279 -0.466 -0.442
H -7.058131 -3.331388 -0.261461 0.127 0.116 -0.037
C 1.088490 -2.569979 -4.101532 1.207 1.082 0.393
C 0.526079 -2.068871 -5.388116 -0.834 0.250 -0.870
O -0.865122 -1.742232 -5.206891 0.285 -0.322 -0.293
O 1.131640 -1.470322 -3.227654 0.445 0.614 0.770
H 2.143230 -2.820240 -4.215494 -0.015 -0.548 -0.319
H 0.564222 -3.386818 -3.605536 -0.229 -0.345 -0.484
H 0.729767 -2.718537 -6.239316 -0.518 -0.692 0.016
H 0.964008 -1.135065 -5.740730 0.397 0.127 0.669
H -1.207066 -2.419727 -4.618952 -0.319 -0.136 -0.034
H 0.370590 -1.432016 -2.643764 -0.422 0.086 0.219
C -3.804171 4.096583 -1.447363 1.298 -0.523 0.240
C -2.551519 3.431220 -0.793085 -0.845 -0.204 0.127
O -1.320650 4.174735 -0.769795 -0.568 -0.372 -0.772
O -4.348760 5.071039 -0.595063 0.047 0.295 0.243
H -4.580175 3.357898 -1.647988 0.155 -0.121 0.096
H -3.509745 4.532067 -2.402235 0.048 0.056 -0.217
H -2.398290 2.465983 -1.275708 0.536 0.174 -0.298
H -2.775174 3.181314 0.244044 -0.455 0.045 0.150
H -1.452296 5.066416 -0.439367 0.044 0.109 0.093
H -3.576701 5.504221 -0.223749 -0.287 0.513 0.280
C 2.753415 -4.210600 1.704118 1.003 1.792 -0.203
C 3.792143 -4.479169 0.587853 -1.704 -0.766 0.401
O 3.854221 -5.866779 0.347036 0.746 -0.657 -0.403
O 1.410329 -4.018664 1.274437 0.284 -1.343 0.030
H 3.071727 -3.244900 2.096800 0.080 0.128 0.649
H 2.776399 -4.941791 2.512152 0.036 -0.134 -0.258
H 4.799165 -4.133925 0.821959 -0.124 -0.092 0.284
H 3.445620 -3.953680 -0.302026 0.078 0.263 -0.186
H 3.027506 -6.181847 -0.025619 -0.139 0.184 0.017
H 1.402508 -3.196402 0.779035 0.055 0.438 -0.302
C 3.383513 0.965451 -3.225844 1.657 -1.209 0.148
C 3.549255 1.458407 -1.792672 -0.874 2.019 -1.021
O 2.587295 0.851588 -0.992031 0.153 -1.383 1.083
O 3.786359 -0.407672 -3.190456 0.307 0.059 -0.260
H 4.096709 1.457661 -3.887048 -0.035 0.224 -0.044
H 2.403479 0.939301 -3.702248 -0.363 0.853 0.575
H 3.407487 2.537149 -1.726915 -0.400 0.483 -0.346
H 4.570636 1.415207 -1.414512 0.083 -1.128 -0.078
H 1.882780 1.465698 -0.772647 -0.192 0.545 -0.070
H 3.038687 -0.836942 -2.768184 -0.360 -0.541 0.010
C -3.628911 -0.435192 -3.185827 0.513 -0.419 -0.377
C -2.969442 0.684473 -3.985630 0.857 -2.395 0.697
O -3.704612 1.815750 -3.904256 -1.973 2.312 -0.221
O -3.645454 -0.231570 -1.790892 -0.162 0.471 0.690
H -3.028182 -1.338937 -3.288153 0.034 -0.016 -0.406
H -4.633386 -0.692499 -3.521858 -0.093 0.268 -0.315
H -2.886217 0.268069 -4.989513 0.342 0.215 -0.277
H -2.008284 0.952663 -3.547030 0.621 -0.899 -0.188
H -3.256314 2.465342 -4.450745 -0.249 0.328 0.045
H -4.208953 0.520857 -1.596105 -0.029 0.157 0.115
C -0.066034 -3.755344 4.642090 0.697 -1.464 -1.674
C 0.321448 -2.290439 4.490027 -0.437 0.417 0.590
O 1.694908 -2.140049 4.252924 1.182 -0.506 -0.268
O -0.362726 -4.406375 3.350982 -0.983 0.898 1.707
H -0.823845 -3.995277 5.387914 -0.583 0.516 -0.526
H 0.756523 -4.390555 4.970757 0.665 0.744 0.598
H 0.118240 -1.702589 5.385150 -0.518 -0.250 0.446
H -0.182145 -1.761756 3.680720 -0.711 -0.503 -0.161
H 1.843163 -1.193980 4.185377 -0.025 0.061 -0.077
H 0.384944 -4.205749 2.783213 0.290 0.053 -0.632